# 1
{
  "formula": "C6H9N2S",
  "method": "ωB97M-V/def2-TZVPD",
  "symbols": ["C", "C", "C", "C", "C", "C", "N", "N", "S", "H", "H", "H", "H", "H", "H", "H", "H", "H"],
  "xyz": [[0.29381, -0.45835, 2.06230], [0.57998, 0.30977, 1.17392], [0.68049, 2.82289, -1.28978], [1.75869, 2.13938, -1.83008], [0.26291, 2.19518, -0.10245], [-0.00260, -1.33158, 3.15982], [0.87837, 1.03337, 0.09894], [0.12106, -1.24587, -1.21801], [2.14422, 0.69333, -0.99542], [0.51611, 3.86440, -1.65095], [2.23741, 2.26345, -2.85338], [-0.51544, 2.46250, 0.64175], [-0.10723, -2.33808, 2.97145], [0.82082, -1.37140, 4.04816], [-0.92790, -1.00487, 3.63191], [-0.19160, -1.51383, -0.27299], [0.64912, -2.07054, -1.48410], [-0.77225, -0.81850, -1.57583]],
  "orbital_gap_ha": 0.3067,
  "multiplicity": 1,
  "e_homo_ev": -13.19,
  "charge": 1,
  "e_tot_ev": -20173.0524,
  "de_lowest_kj_mol": 301.92
}

=====

# 2
{
  "formula": "C5H17F2NO14PS3Ti",
  "method": "ωB97M-V/def2-TZVPD",
  "symbols": ["Ti", "N", "S", "O", "O", "F", "S", "O", "O", "F", "S", "O", "O", "O", "O", "C", "O", "H", "H", "H", "H", "C", "O", "H", "H", "H", "H", "C", "O", "P", "O", "O", "C", "O", "C", "H", "H", "H", "H", "H", "H", "H", "H", "H"],
  "xyz": [[-0.86263, 0.39515, 1.00515], [-0.68543, 2.58594, 0.45295], [-1.77781, 3.49350, 0.01367], [-2.05951, 3.56639, -1.43065], [-2.14406, 4.55101, 0.94384], [-2.89519, 2.38790, 0.40436], [0.53000, 3.45638, -0.36236], [0.62854, 4.89275, 0.01052], [0.90198, 3.06239, -1.71042], [1.78145, 2.83854, 0.42006], [-1.57183, -2.61190, 2.63201], [-2.15627, -3.04267, 3.88844], [-0.38666, -3.43564, 2.91741], [-2.29105, -3.07973, 1.47518], [-1.29361, -1.19894, 2.52934], [-0.05174, 2.37920, 3.99093], [0.33688, 1.73201, 2.78622], [0.52599, 2.07962, 4.86534], [-0.10551, 3.46074, 3.86653], [-1.03619, 1.98274, 4.23948], [0.00957, 2.33160, 2.11172], [-3.16769, -1.27377, -1.38635], [-2.36833, -1.00175, -0.29819], [-3.07656, -2.33356, -1.62432], [-4.22736, -1.16327, -1.15613], [-2.90005, -0.66837, -2.25236], [-2.27985, -1.78713, 0.24674], [1.74701, -3.19351, 0.04237], [2.55186, -2.22002, -0.58680], [1.82567, -0.87051, -1.16958], [0.88967, -0.21578, -0.20405], [3.15967, -0.03158, -1.59357], [4.16168, -0.63360, -2.52717], [1.15748, -1.43066, -2.51515], [0.02045, -0.76211, -3.04821], [2.42523, -3.70451, 0.72573], [1.27800, -3.89042, -0.65220], [0.98135, -2.81903, 0.72180], [4.16503, -1.72133, -2.59725], [5.15362, -0.34095, -2.18291], [3.96949, -0.11886, -3.46856], [0.23148, -0.28069, -4.00309], [-0.25320, 0.05778, -2.38413], [-0.84156, -1.42337, -3.13633]],
  "orbital_gap_ha": [0.1371, 0.2587],
  "multiplicity": 5,
  "e_homo_ev": [-1.38, -6.86],
  "charge": -1,
  "e_tot_ev": -105959.8895
}